Entry w
DFT (ωB97M-V/def2-TZVPD) results for C7H7FO in the gas phase.

Properties
E_LUMO ... 0.77 eV
SMILES ... O=C1CC[C@H]2[C@@]3(F)C[C@@]123
Frontier orbital gap ... 9.773 eV
Net charge ... 0

```
16
Properties=species:S:1:pos:R:3:nbo_charge:R:1
C -1.18 0.58 1.02 0.552
C 0.21 1.33 0.99 -0.490
C 1.15 0.46 0.16 -0.420
C -1.69 -1.62 -0.69 -0.407
C 0.14 -0.27 -0.68 -0.223
C -1.20 -0.32 -0.07 -0.198
C -0.20 -1.62 -0.25 0.455
O -1.97 0.85 1.90 -0.550
F 0.11 -2.47 0.71 -0.286
H 0.03 2.29 0.54 0.227
H 0.40 1.49 2.09 0.235
H 1.87 1.02 -0.36 0.225
H 1.75 -0.31 0.77 0.216
H -2.48 -2.15 -0.18 0.246
H -1.70 -1.46 -1.75 0.215
H 0.29 -0.04 -1.80 0.202
```

Entry x
DFT (ωB97M-V/def2-TZVPD) results for a molecular structure, C7H7FO.

Properties
E_LUMO ... 0.19 eV
Frontier orbital gap ... 8.285 eV
Net charge ... 0

```
16
Properties=species:S:1:pos:R:3:nbo_charge:R:1
C -1.92 0.51 0.22 -0.247
C -1.25 -0.18 1.27 -0.196
C -1.33 0.55 -0.98 -0.125
C -0.08 -0.79 1.09 -0.254
C 2.22 0.46 0.40 0.426
C -0.07 -0.13 -1.36 -0.510
C 0.70 -0.68 -0.12 0.329
O 2.28 1.60 0.02 -0.506
F 1.57 -1.78 -0.44 -0.386
H -2.85 1.10 0.39 0.225
H -1.67 -0.06 2.25 0.214
H -1.57 1.14 -1.83 0.208
H 0.41 -1.19 1.94 0.212
H 3.01 -0.10 0.92 0.131
H -0.15 -0.90 -1.99 0.239
H 0.70 0.46 -1.77 0.240
```

The most stable arrangement is entry x, and the next structure is 0.0133 hartree less stable.

Entry w
DFT (ωB97M-V/def2-TZVPD) results for 2 unconnected molecules or ions with the total composition C3H7OS.

Properties
E_LUMO (spin up / spin down) ... 5.85 / 5.76 eV
Frontier orbital gap (spin up / spin down) ... 2.401 / 5.762 eV
Net charge ... -2
Multiplicity ... 2

```
12
Properties=species:S:1:pos:R:3:nbo_charge:R:1
C 1.96 0.27 0.49 -0.849
S 1.50 -0.11 -1.24 -1.304
H 1.75 -0.51 1.22 0.142
H 1.52 1.22 0.81 0.147
H 3.04 0.42 0.51 0.159
C -2.62 0.31 1.44 -0.649
C -1.48 0.04 0.81 0.167
O -1.35 -0.47 -0.40 -0.769
H -2.62 0.62 2.48 0.172
H -3.60 0.29 0.96 0.176
H -0.53 0.29 1.28 0.142
H -0.38 -0.31 -0.77 0.467
```

Entry x
DFT (ωB97M-V/def2-TZVPD) results for 2 unconnected molecules or ions with the total composition C3H7OS.

Properties
E_LUMO (spin up / spin down) ... 6.78 / 6.68 eV
Frontier orbital gap (spin up / spin down) ... 2.749 / 5.856 eV
Net charge ... -2
Multiplicity ... 2

```
12
Properties=species:S:1:pos:R:3:nbo_charge:R:1
C 2.02 -1.02 1.23 -0.744
S 2.38 -0.08 -0.34 -0.770
H 2.44 -2.01 1.05 0.165
H 2.58 -0.54 2.03 0.161
H 0.97 -1.15 1.48 0.179
O -2.73 -0.74 -0.61 -0.881
C -1.59 -0.11 -0.51 -0.003
C -1.39 1.30 -0.99 -0.701
H -0.73 -0.60 -0.03 0.084
H -0.55 1.46 -1.69 0.169
H -1.08 1.93 -0.12 0.169
H -2.31 1.58 -1.51 0.172
```

The most stable arrangement is entry w, and the next structure is 0.0188 hartree less stable.

Entry w
DFT (ωB97M-V/def2-TZVPD) results for C3H11N5 in the gas phase.

Properties
E_LUMO ... 0.98 eV
SMILES ... [H]/N=C\C(N)(N)NNC
Frontier orbital gap ... 9.575 eV
Net charge ... 0

```
19
Properties=species:S:1:pos:R:3:nbo_charge:R:1
C 1.26 -1.64 0.67 -0.436
N 0.45 -0.70 1.43 -0.459
C 0.68 1.14 0.04 0.139
N 1.66 1.19 -0.82 -0.677
H 0.28 -1.08 2.37 0.370
H 1.69 0.38 -1.44 0.324
H 0.65 1.94 0.80 0.166
H 0.78 -1.99 -0.24 0.190
H 1.50 -2.50 1.30 0.193
H 2.22 -1.17 0.42 0.207
C -0.76 0.56 -0.26 0.325
N -0.83 -0.13 -1.50 -0.884
N -1.74 1.60 -0.21 -0.852
N -0.94 -0.33 0.85 -0.528
H -0.91 0.38 -2.37 0.375
H -0.39 -1.02 -1.69 0.384
H -1.81 2.17 0.63 0.391
H -2.01 2.04 -1.08 0.381
H -1.78 -0.83 1.10 0.391
```

Entry x
DFT (ωB97M-V/def2-TZVPD) results for 2 unconnected molecules or ions with the total composition C3H11N5.

Properties
E_LUMO ... 0.78 eV
SMILES ... N/C=C/N.N=C(N)N
Frontier orbital gap ... 9.199 eV
Net charge ... 0

```
19
Properties=species:S:1:pos:R:3:nbo_charge:R:1
N -0.18 3.50 -0.24 -0.838
C -0.48 2.34 0.47 0.574
N 0.52 1.35 0.39 -0.836
N -1.57 2.08 1.12 -0.771
H -0.62 4.34 0.09 0.387
H 0.80 3.66 -0.48 0.381
H 1.50 1.71 0.45 0.374
H 0.35 0.64 1.10 0.404
H -2.24 2.85 0.97 0.329
C 0.70 -2.67 -0.21 -0.051
C -0.30 -1.79 -0.55 -0.063
N -1.66 -2.16 -0.74 -0.861
N 2.06 -2.35 0.01 -0.855
H 0.46 -3.75 -0.15 0.169
H -0.12 -0.70 -0.59 0.190
H -2.09 -1.68 -1.51 0.363
H -2.22 -1.93 0.09 0.370
H 2.62 -2.40 -0.86 0.370
H 2.48 -3.04 0.65 0.363
```

The most stable arrangement is entry x, and the next structure is 0.0825 hartree less stable.

Entry w
DFT (ωB97M-V/def2-TZVPD) results for a molecular structure, C5H5N.

Properties
E_LUMO ... 1.22 eV
Frontier orbital gap ... 8.916 eV
Net charge ... 0

```
11
Properties=species:S:1:pos:R:3:nbo_charge:R:1
C -0.12 1.03 0.30 -0.250
C 1.00 0.04 0.53 -0.315
C 0.25 0.44 -0.97 -0.013
N -0.74 -0.64 -1.01 -0.398
C -1.13 -0.18 0.34 -0.072
C 0.00 -1.09 0.38 -0.080
H -0.17 2.06 0.60 0.231
H 2.07 0.06 0.39 0.234
H 0.86 0.73 -1.82 0.219
H -2.12 -0.29 0.75 0.216
H 0.10 -2.15 0.52 0.227
```

Entry x
DFT (ωB97M-V/def2-TZVPD) results for C5H5N in the gas phase.

Properties
E_LUMO ... 0.66 eV
SMILES ... C=C=CCC#N
Frontier orbital gap ... 10.592 eV
Net charge ... 0

```
11
Properties=species:S:1:pos:R:3:nbo_charge:R:1
C -1.66 -0.40 -1.42 -0.460
C -0.64 -0.15 -0.66 0.121
C -0.15 0.16 0.50 -0.328
C 1.33 0.32 0.82 -0.516
C 1.88 0.03 -0.51 0.281
N 1.79 -0.25 -1.63 -0.304
H -2.17 0.43 -1.89 0.223
H -1.05 0.25 1.10 0.252
H -2.05 -1.40 -1.45 0.223
H 1.60 1.33 1.16 0.254
H 1.70 -0.38 1.57 0.254
```

The most stable arrangement is entry x, and the next structure is 0.1095 hartree less stable.

Entry w
DFT (ωB97M-V/def2-TZVPD) results for a molecular structure, C5H5N.

Properties
E_LUMO ... 0.39 eV
Frontier orbital gap ... 9.260 eV
Net charge ... 0

```
11
Properties=species:S:1:pos:R:3:nbo_charge:R:1
C -1.94 0.86 0.19 0.088
C -1.04 1.64 -0.24 -0.201
C -2.39 -0.50 0.23 -0.040
C -0.20 0.47 -0.51 -0.030
C 1.06 0.24 0.27 -0.656
N -1.36 -1.02 -0.30 -0.342
H -3.18 -1.00 0.75 0.228
H -0.01 0.46 -1.63 0.241
H 1.55 -0.71 0.03 0.230
H 1.01 0.01 1.36 0.239
H 1.81 0.95 -0.07 0.243
```

Entry x
DFT (ωB97M-V/def2-TZVPD) results for C5H5N in the gas phase.

Properties
E_LUMO (spin up / spin down) ... -1.20 / -1.20 eV
Frontier orbital gap (spin up / spin down) ... 7.353 / 7.355 eV
Net charge ... 0

```
11
Properties=species:S:1:pos:R:3:nbo_charge:R:1
C -1.49 -1.00 0.09 -0.671
C -0.94 0.36 -0.16 -0.036
C 0.41 0.62 -0.32 -0.320
C 1.61 0.37 -0.79 -0.125
C 2.84 0.56 -0.15 0.188
N 3.90 0.68 0.31 -0.317
H -1.23 -1.36 1.09 0.251
H -1.05 -1.70 -0.63 0.245
H -2.58 -1.00 0.01 0.233
H 0.15 1.23 0.67 0.329
H -1.61 1.22 -0.14 0.222
```

Entry y
DFT (ωB97M-V/def2-TZVPD) results for a molecular structure, C5H5N.

Properties
E_LUMO (spin up / spin down) ... -0.19 / -0.19 eV
Frontier orbital gap (spin up / spin down) ... 8.352 / 8.351 eV
Net charge ... 0

```
11
Properties=species:S:1:pos:R:3:nbo_charge:R:1
C -0.41 -0.50 1.07 -0.019
C -0.78 -0.11 -0.22 0.187
C 0.82 0.31 0.96 0.086
C 2.27 0.52 1.36 -0.476
C -1.76 -0.52 -1.26 -0.671
N -0.01 0.98 0.05 -0.302
H 2.83 1.30 0.73 0.225
H 2.73 -0.14 2.06 0.218
H -2.13 -1.46 -1.03 0.251
H -1.30 -0.68 -2.26 0.249
H -2.27 0.32 -1.47 0.250
```

The most stable arrangement is entry x, and the next structure is 0.0496 hartree less stable.

Entry w
DFT (ωB97M-V/def2-TZVPD) results for a gas-phase ion, C5H7IN (charge +1).

Properties
E_LUMO ... -5.13 eV
SMILES ... [NH3+]/C(I)=C/C1=CC1
Frontier orbital gap ... 7.822 eV
Net charge ... +1

```
14
Properties=species:S:1:pos:R:3:nbo_charge:R:1
C 0.60 0.32 0.69 -0.239
C 0.92 -1.00 0.26 -0.047
C 0.41 -2.48 0.15 -0.397
C 0.27 -1.36 -0.83 -0.079
C -0.43 0.74 -0.12 -0.097
N -0.43 2.28 -0.07 -0.759
I -2.49 0.19 -0.18 0.277
H 1.03 0.86 1.53 0.240
H 1.25 -3.31 0.07 0.246
H -0.40 -2.82 0.75 0.224
H 0.10 -1.24 -1.96 0.281
H 0.56 2.38 0.30 0.442
H -1.15 2.77 0.47 0.451
H -0.24 2.66 -1.06 0.457
```

Entry x
DFT (ωB97M-V/def2-TZVPD) results for a gas-phase ion, C5H7IN (charge +1).

Properties
E_LUMO ... -4.68 eV
Frontier orbital gap ... 8.366 eV
Net charge ... +1

```
14
Properties=species:S:1:pos:R:3:nbo_charge:R:1
C -1.21 -0.20 0.15 -0.492
C -2.23 0.71 0.19 -0.305
C 1.66 -1.70 -0.13 -0.226
C 1.45 -0.42 0.23 -0.298
C 0.16 0.28 0.09 0.383
N 0.26 1.57 -0.16 -0.670
I -4.21 -0.09 -0.03 0.658
H -1.27 -1.32 0.27 0.228
H 0.91 -2.34 -0.49 0.210
H 2.69 -2.03 -0.02 0.232
H 2.31 0.18 0.51 0.237
H -0.78 2.03 -0.25 0.465
H -5.07 1.20 0.25 0.137
H 1.18 2.09 -0.12 0.439
```

Entry y
DFT (ωB97M-V/def2-TZVPD) results for 2 unconnected molecules or ions with the total composition C5H7IN.

Properties
E_LUMO (spin up / spin down) ... -6.24 / -6.17 eV
Frontier orbital gap (spin up / spin down) ... 6.980 / 6.693 eV
Net charge ... +1

```
14
Properties=species:S:1:pos:R:3:nbo_charge:R:1
C 0.66 -2.10 -0.21 0.022
C 0.00 1.39 -0.82 -0.392
C 1.15 1.32 0.22 -0.407
C -0.77 -0.58 1.08 0.160
C 0.01 0.41 0.38 0.088
N 0.13 -1.03 0.18 -0.274
I -4.50 0.53 -0.02 0.010
H 1.50 -2.24 -1.03 0.259
H 0.27 -3.05 0.34 0.234
H -0.72 2.21 -0.75 0.258
H 0.21 1.11 -1.91 0.257
H 2.05 0.79 -0.09 0.243
H 1.40 2.20 0.77 0.271
H -1.39 -0.96 1.87 0.272
```

The most stable arrangement is entry x, and the next structure is 0.0570 hartree less stable.